{
  "formula": "C24H84N18O18",
  "method": "the ωB97M-V functional and the def2-TZVPD basis",
  "largest_force_ev_per_a": 5.4,
  "charge": 0,
  "energy_ev": -89939.040,
  "e_lumo_ev": 0.2,
  "homo_energy_ev": -9.47,
  "homo_lumo_gap_ev": 9.720,
  "species": ["O", "H", "H", "O", "H", "H", "O", "H", "H", "O", "H", "H", "C", "O", "N", "N", "H", "H", "H", "H", "C", "O", "N", "N", "H", "H", "H", "H", "C", "O", "N", "N", "H", "H", "H", "H", "C", "O", "N", "N", "H", "H", "H", "H", "C", "O", "N", "N", "H", "H", "H", "H", "C", "O", "N", "N", "H", "H", "H", "H", "C", "O", "N", "N", "H", "H", "H", "H", "C", "O", "N", "N", "H", "H", "H", "H", "C", "O", "N", "N", "H", "H", "H", "H", "C", "C", "C", "O", "H", "H", "H", "H", "H", "H", "H", "H", "C", "C", "C", "O", "H", "H", "H", "H", "H", "H", "H", "H", "C", "C", "C", "O", "H", "H", "H", "H", "H", "H", "H", "H", "C", "C", "C", "O", "H", "H", "H", "H", "H", "H", "H", "H", "C", "C", "C", "O", "H", "H", "H", "H", "H", "H", "H", "H"],
  "coordinates": [[17.323517, 10.237826, 13.112292], [16.538453, 9.957382, 12.549557], [17.883059, 9.528378, 13.285511], [5.996252, 14.795633, 7.730625], [6.887535, 14.564637, 8.012760], [5.852375, 14.237364, 6.903605], [11.178755, 12.278792, 6.798031], [12.047145, 11.905030, 7.028899], [10.608874, 12.067439, 7.534326], [16.337414, 18.722841, 11.406794], [15.762406, 17.962972, 11.044747], [17.215707, 18.349587, 11.675949], [16.891741, 19.953484, 8.439688], [17.582147, 19.616967, 7.468909], [15.640574, 19.481935, 8.564194], [17.300874, 20.810267, 9.454489], [15.154689, 19.033217, 7.776819], [14.990274, 20.020106, 9.256504], [16.860462, 20.669217, 10.371125], [18.254416, 20.943165, 9.538131], [12.872217, 15.382427, 7.730659], [13.683142, 14.432123, 7.864594], [12.960559, 16.557597, 8.454603], [11.906139, 15.317347, 6.720488], [13.463678, 16.315491, 9.289406], [12.094952, 17.053829, 8.596968], [11.200605, 16.076634, 6.617974], [11.562835, 14.445835, 6.427620], [17.107884, 15.808194, 9.187355], [16.831972, 15.074936, 10.149667], [18.090055, 16.683626, 9.240606], [16.340714, 15.671817, 7.986370], [18.222097, 17.283940, 8.455581], [18.789288, 16.714394, 9.981919], [16.516511, 16.104019, 7.122656], [15.435048, 15.301115, 8.221234], [10.696745, 13.476442, 13.691990], [10.109840, 14.306428, 12.955776], [10.208471, 13.134672, 14.938721], [11.824830, 12.824976, 13.299315], [10.787002, 12.486185, 15.500679], [9.826702, 13.935400, 15.421612], [12.213360, 12.740468, 12.358652], [12.159323, 12.178653, 13.970236], [9.085273, 17.760406, 8.021133], [10.310255, 17.701994, 7.705972], [8.169321, 16.789968, 7.974788], [8.569248, 19.001042, 8.504810], [8.569358, 15.835904, 7.846545], [7.250062, 16.937594, 8.308012], [7.574086, 19.061266, 8.666660], [8.987744, 19.854384, 8.306938], [13.268318, 17.744994, 12.473046], [13.793840, 17.141694, 11.520423], [12.212536, 17.332449, 13.234219], [13.649490, 19.032835, 12.725841], [11.755954, 17.893942, 13.904653], [11.859608, 16.379058, 13.036406], [14.664679, 19.140969, 12.423814], [13.326528, 19.481901, 13.574446], [8.988761, 14.235463, 9.666007], [8.528367, 14.129458, 8.503369], [10.284677, 13.861587, 9.942040], [8.326617, 14.657083, 10.672976], [10.618508, 14.144913, 10.800155], [10.898552, 13.603257, 9.168031], [8.686255, 14.581545, 11.633123], [7.370667, 14.976395, 10.683395], [18.317434, 15.539825, 12.813197], [18.611985, 16.514161, 12.102758], [17.006703, 15.309593, 13.176308], [19.233812, 14.800669, 13.490786], [16.847002, 14.302200, 13.163714], [16.412419, 15.763448, 12.543948], [20.162489, 14.749582, 13.100295], [18.872741, 14.037255, 14.019200], [14.179421, 12.966810, 10.607140], [13.170247, 12.241584, 10.775115], [14.346399, 14.123780, 11.157564], [15.270638, 12.507590, 9.852084], [15.107792, 14.708487, 10.816568], [13.554807, 14.724673, 11.430254], [16.046885, 13.097612, 9.644655], [15.108273, 11.756267, 9.211309], [16.188345, 9.196826, 9.569603], [14.894169, 9.140980, 10.272614], [14.242071, 7.742874, 10.127701], [15.145043, 9.333673, 11.666436], [16.088187, 9.269779, 8.471260], [16.713973, 8.288919, 9.628397], [16.845232, 10.024184, 9.912759], [14.215652, 9.867483, 9.898821], [13.752158, 7.565071, 9.119067], [13.323671, 7.615198, 10.729108], [14.860194, 6.882395, 10.375305], [14.331201, 9.616321, 12.116808], [11.245605, 9.426774, 8.835811], [10.240088, 9.852534, 9.939765], [9.491454, 8.758505, 10.641775], [11.018364, 10.519795, 10.954199], [11.842590, 10.251057, 8.452978], [10.651760, 9.034170, 7.955356], [11.859108, 8.652875, 9.221449], [9.491629, 10.556507, 9.621783], [8.996532, 8.010880, 9.913277], [8.715859, 9.159580, 11.297975], [10.228074, 8.099411, 11.230565], [11.737158, 11.098895, 10.523657], [16.476802, 12.957608, 16.686561], [16.096823, 12.252493, 15.426873], [14.809049, 12.845360, 14.950504], [17.165846, 12.516542, 14.505332], [15.550580, 13.064444, 17.234614], [16.860976, 14.007881, 16.388964], [17.227133, 12.466905, 17.250645], [15.947617, 11.134125, 15.546078], [14.455111, 12.230552, 14.096867], [14.965302, 13.843504, 14.520547], [13.994418, 12.761292, 15.673492], [17.157110, 11.773767, 13.950336], [13.125572, 7.255461, 13.690626], [12.342547, 8.554448, 13.937864], [12.296275, 9.106044, 15.338989], [12.806842, 9.736717, 13.209294], [12.837975, 6.857643, 12.733501], [12.995947, 6.439596, 14.439491], [14.255470, 7.438992, 13.773594], [11.259186, 8.373656, 13.636009], [11.637376, 10.002289, 15.396304], [13.270809, 9.311213, 15.784509], [11.891825, 8.346561, 16.046007], [12.201065, 9.848737, 12.448581], [15.925102, 12.068432, 6.650082], [14.476061, 11.835593, 6.396812], [14.289139, 10.519407, 5.631125], [13.672912, 11.836857, 7.567561], [16.509052, 11.882405, 5.750640], [16.346917, 11.390455, 7.412541], [16.155917, 13.132169, 6.869587], [14.131266, 12.647297, 5.705276], [14.573544, 9.616671, 6.203656], [14.879246, 10.473404, 4.732861], [13.248610, 10.288421, 5.296513], [13.510516, 12.773848, 7.640895]],
  "forces_ev_per_angstrom": [[-2.3245, 1.8639, -1.0238], [1.0049, -0.0954, 0.4910], [1.1983, -1.9667, 0.2778], [-1.0475, -0.8476, -1.8632], [0.5822, -0.4699, 0.1924], [0.2744, 1.1906, 1.7431], [-0.1614, 0.3252, -0.3790], [0.0589, -0.1462, 0.0392], [-0.4278, -0.1077, 0.1913], [-0.4107, -1.4941, -0.1367], [1.4289, 1.4174, 0.7727], [-1.1189, -0.1148, -0.3557], [1.0841, -0.2757, -1.0413], [0.0678, 0.4172, 0.9837], [-3.5210, 1.1809, 1.9196], [-2.3456, -0.5375, 0.2509], [0.7670, 0.4668, 0.6154], [1.6430, -1.6557, -1.8884], [0.1678, -0.1240, -0.7672], [2.1224, 0.2431, -0.1903], [-1.2056, -0.4441, -2.0888], [-0.7601, 1.3040, 0.5095], [0.3250, -1.6876, -0.4572], [0.3551, 2.5548, 1.3786], [0.2258, 0.6387, 0.5939], [-0.2895, 0.2136, -0.1511], [1.0021, -0.5969, 0.6212], [0.0214, -1.6256, -0.2463], [-1.4488, -1.2235, -1.1401], [-0.3350, 0.0779, -0.2364], [1.2421, 0.9160, -0.5397], [1.2103, -0.3348, 3.4267], [0.1379, 0.4826, -0.3760], [-0.7889, -0.3222, 0.0481], [0.2292, 0.8176, -0.7508], [-0.3200, -0.2915, -0.6871], [0.2795, 0.0530, -1.8644], [0.6381, -0.4217, 1.0163], [0.7184, -0.2319, 0.2247], [-1.0137, 0.6240, 0.7245], [-0.6642, 0.9188, -0.4590], [-0.1530, -0.3046, 0.1359], [-0.3572, 0.1078, -0.1687], [0.6712, -0.7420, 0.1854], [1.3870, 2.9555, 0.2844], [-2.4696, -0.5319, 0.4657], [2.3541, -0.9518, -0.7044], [-0.8904, -2.8219, 0.1509], [-0.9854, 0.7535, 0.2149], [-0.7223, -0.1886, 0.0840], [0.1925, -0.0273, -0.1055], [1.1994, 1.2066, -0.5326], [-0.4923, 1.1993, -0.5627], [-0.5688, -0.6111, 1.1001], [0.4966, -2.7341, -1.5777], [1.9980, 0.0407, -0.4116], [-0.2288, 0.4666, 0.4790], [0.0697, 1.1312, 0.3578], [-1.5655, 0.3693, 0.6802], [0.4045, -0.1335, -0.2070], [2.4137, -1.7915, -3.3907], [0.2763, -0.0581, 0.3985], [-1.2846, -0.4742, -2.5901], [-2.3320, 1.5534, 4.6391], [1.2367, 0.3569, 2.0624], [-0.3777, 0.3132, 0.5656], [0.3303, -0.0481, -0.6918], [0.0884, -0.2613, -0.9003], [-0.0001, 2.1430, 0.3164], [0.2829, -0.6625, 0.1661], [1.0794, -1.5927, 0.4377], [0.1547, 0.1558, -0.7404], [-0.4047, 0.1507, 0.4725], [-0.9738, 0.7458, -1.0046], [-0.1784, 0.0220, 0.1665], [-0.0225, -0.6833, 0.3189], [1.0796, -3.6193, -2.3707], [0.0808, 0.5222, -0.0576], [-0.3403, 4.1088, 1.4067], [-1.4555, -0.0421, 1.3624], [0.2924, -0.3422, -0.0147], [0.4601, -0.9641, -0.0110], [0.2474, 0.7037, 0.0818], [-0.3709, -0.0943, 0.0258], [1.0543, 1.3545, -1.5327], [-0.5130, -2.1203, 1.0060], [-1.9443, -0.1727, -1.2119], [0.2368, 0.4568, 0.1015], [-0.3682, 0.3963, 0.3535], [0.8846, -1.3036, 0.7229], [-0.5155, -0.4281, -0.1489], [-0.7022, 0.8798, -0.1749], [1.1872, 0.2932, 0.6104], [0.5055, 0.5092, 0.3320], [0.4322, 0.2455, -0.0511], [-0.1304, -0.1492, 0.1308], [-2.7790, 0.0409, -1.0009], [1.6305, 0.4071, 0.2063], [0.3670, -2.8509, -0.3726], [1.2883, 0.8418, -0.3659], [0.0947, 0.0854, 0.2709], [0.7354, 0.2270, 0.8101], [0.6684, -0.6808, 0.2847], [-0.2407, 0.5168, -0.7798], [0.6246, 1.3595, 0.9233], [0.2227, -0.0878, 0.0325], [-1.0275, 1.0281, -0.5874], [-1.3622, -0.9658, 0.8596], [-0.0963, 1.9199, -0.5024], [0.5794, -0.2533, 0.2202], [-0.8853, -0.8185, -2.1143], [-0.6344, 1.3786, 1.3737], [0.0969, 0.2015, 0.7418], [-0.6699, -1.5847, 0.5425], [0.7302, -0.4704, 0.6156], [0.4231, 1.0958, 0.0367], [0.1448, 0.2978, 0.1489], [-0.2242, -0.0061, 0.6001], [0.2116, 0.4186, 0.2038], [0.5320, -2.0113, -1.8587], [1.8178, 0.4704, 1.1410], [-1.3683, 0.8019, 0.0815], [-0.6541, -1.0372, 1.7236], [-0.2050, -1.0934, -0.9180], [0.2938, -0.1740, -0.4487], [-0.5845, 0.8135, -0.2797], [-1.5137, -0.0335, -0.6110], [1.2085, 0.1640, 0.1825], [0.5508, -0.6050, -0.1183], [0.2063, 0.3472, -0.4621], [-0.1048, 0.3831, -0.4283], [0.0933, 0.2225, -0.0290], [1.4273, 0.7484, 0.3815], [-0.5775, -0.7294, -2.0082], [-1.0694, -1.0969, 0.2626], [0.4148, -1.2258, -0.6919], [-0.1114, -0.1949, -0.2485], [-0.2379, 0.3625, -0.1065], [-0.2514, -0.6434, 0.4288], [0.0425, -0.4350, 0.5629], [0.0899, 0.5252, 0.1797], [0.4127, 0.2999, -0.3804], [0.5063, 0.6222, 0.4271], [-0.1665, 1.4403, 1.0382]],
  "mulliken_charge": [-0.6493, 0.4504, 0.2061, -0.6712, 0.5117, 0.2937, -0.7272, 0.1730, 0.2813, -0.6696, 0.2899, 0.2943, 0.6629, -0.6837, -0.3084, -0.5097, 0.1935, 0.2024, 0.1915, 0.2683, 0.1857, -0.3230, -0.2445, -0.3208, -0.0536, 0.3230, 0.2114, 0.3150, 0.4079, -0.6994, -0.1812, -0.1519, 0.1733, 0.2886, 0.2354, -0.3515, 0.4878, -0.8036, -0.5180, 0.7682, 0.1694, 0.2993, -0.7725, -0.1921, 0.5396, -0.7511, -0.1970, -0.4574, 0.2027, 0.2178, 0.1438, 0.2282, 0.4461, -0.3813, -0.3600, -0.4842, 0.1411, 0.1755, 0.2827, 0.1998, 0.5588, -1.1007, 0.4303, -0.1372, 0.0877, -0.5875, 0.2349, 0.2670, 0.4127, -0.7447, -0.1240, -0.3805, 0.1813, 0.0837, 0.2505, 0.2615, -0.0904, 1.4323, 0.8692, 0.1902, -0.2998, -0.4637, 0.2845, -0.6911, -1.8501, 2.6625, -1.4678, -0.4292, 0.0975, 0.5593, 0.3668, -0.8453, 0.3634, 0.1081, 0.3633, -0.0261, -1.1819, 1.0238, -1.3909, -0.6696, 0.0513, 0.3811, 0.2078, 0.1290, 0.3293, 0.3865, 0.1140, -0.0884, -1.6086, 0.5603, -0.4522, -0.4047, 0.4006, 0.2569, 0.3992, 0.2081, -0.3007, 0.0894, 0.5852, 0.2841, -1.1903, 0.8392, -1.2979, 0.2727, 0.3048, 0.4495, 0.1219, 0.1383, 0.1345, 0.2713, 0.4267, -0.0760, -1.0514, 1.1687, -1.6683, 0.3774, 0.5968, 0.0308, 0.0058, 0.1692, 0.2292, 0.4964, 0.3152, -0.2008]
}

=====

{
  "formula": "C5H10N3",
  "method": "the ωB97M-V functional and the def2-TZVPD basis",
  "largest_force_ev_per_a": 5.6,
  "charge": 1,
  "energy_ev": -9809.706,
  "e_lumo_ev": -3.9,
  "de_lowest_ev": 2.042,
  "homo_energy_ev": -13.31,
  "smiles": "C[C@]1(N)C=CNC=[NH+]1",
  "homo_lumo_gap_ev": 9.381,
  "species": ["C", "C", "C", "C", "C", "N", "N", "N", "H", "H", "H", "H", "H", "H", "H", "H", "H", "H"],
  "coordinates": [[-0.672354, -1.048084, -0.297162], [0.259773, -1.956680, -0.285533], [1.824908, -0.178785, 0.300622], [-0.516651, 0.350875, 0.064229], [-1.425908, 1.035466, 1.027797], [1.589840, -1.517127, 0.074994], [0.861199, 0.645562, 0.475225], [-0.554436, 1.199876, -1.301710], [-1.791127, -1.259848, -0.439363], [0.000785, -2.969919, -0.470004], [2.879549, 0.121956, 0.432510], [-1.324736, 2.115401, 0.931019], [-1.009734, 0.833372, 2.060419], [-2.441272, 0.792839, 0.949448], [2.248808, -2.203707, -0.145337], [1.374055, 1.554543, 0.306665], [-1.412154, 1.556310, -1.627828], [0.109455, 0.927948, -2.055992]],
  "forces_ev_per_angstrom": [[-3.9110, -0.0611, 0.7470], [0.9478, 1.1079, 0.7307], [1.4159, -5.1169, 0.1125], [0.6428, 3.8651, -4.0177], [1.7661, 0.3776, 1.9887], [-2.0440, 1.8758, -0.2873], [2.1802, 1.6895, -0.6513], [2.0270, -1.4058, 1.8312], [1.9968, -0.1691, -0.1565], [0.6806, -0.7920, -0.1442], [-0.7340, -0.1036, -0.1809], [0.0329, 0.0222, -0.3032], [-0.9232, -0.1074, -0.9320], [-1.3992, -0.6272, -0.0970], [1.9113, -0.4257, 0.0133], [-2.3601, -0.1599, 0.6294], [-1.1667, 0.1607, -0.2468], [-1.0633, -0.1301, 0.9641]],
  "mulliken_charge": [-0.8199, -0.3596, -0.1045, 1.3937, -1.5407, -0.0781, -0.1263, -0.5862, 0.2939, 0.4255, 0.3417, 0.4240, 0.3522, 0.3939, 0.2419, 0.3407, 0.2091, 0.1987]
}